{"formula": "C35H91Cl2FN6O28P5V", "method": "ωB97M-V with the def2-TZVPD basis set", "species": ["C", "H", "O", "H", "C", "H", "H", "C", "N", "H", "H", "Cl", "O", "C", "H", "C", "H", "H", "H", "O", "H", "H", "O", "O", "C", "H", "C", "Cl", "H", "V", "O", "H", "C", "H", "P", "C", "C", "O", "O", "C", "O", "C", "C", "H", "C", "H", "C", "H", "C", "P", "H", "H", "H", "P", "H", "C", "C", "H", "H", "H", "C", "H", "N", "C", "H", "C", "C", "H", "H", "H", "H", "C", "O", "H", "H", "C", "O", "C", "H", "H", "O", "H", "O", "O", "H", "O", "H", "O", "H", "O", "C", "H", "O", "O", "N", "F", "H", "H", "H", "H", "C", "H", "H", "C", "O", "O", "H", "C", "H", "H", "O", "H", "P", "O", "H", "H", "N", "H", "H", "C", "H", "P", "O", "H", "H", "H", "C", "O", "H", "C", "H", "H", "N", "H", "H", "H", "H", "H", "O", "H", "H", "H", "H", "H", "H", "C", "H", "H", "C", "O", "H", "H", "O", "H", "H", "H", "H", "H", "H", "H", "N", "H", "H", "C", "H", "H", "H", "H", "H"], "positions_angstrom": [[-2.3132, 3.0665, 0.8255], [-2.2612, 0.0822, 3.8504], [4.5047, 1.8912, 3.9292], [-3.1655, 0.8793, 4.9828], [-1.1800, 5.3374, -5.6671], [3.5388, -1.2970, 2.1721], [-4.6515, -4.5333, 0.1428], [-2.6645, -0.0796, 4.8500], [-2.8307, 3.9700, -0.0672], [0.3978, 0.3194, -3.2201], [0.4891, 2.9959, -1.6908], [-7.8376, 1.1880, 1.2461], [2.4999, 2.3816, 2.2148], [-3.8606, 0.0417, -3.5741], [1.4403, -1.5526, 6.2387], [-0.1505, -3.4310, -0.3022], [-1.4546, -3.2726, 3.3540], [-2.0861, 7.5938, -0.5970], [3.9915, -4.2547, -5.9117], [2.9665, -2.1521, 4.0967], [-0.8246, -4.8416, 3.7713], [-6.1172, -2.6396, 3.9034], [2.0954, -4.6096, 3.5961], [0.6746, -2.9097, 4.8907], [2.1040, -2.4661, -3.5701], [3.5894, -7.2848, -1.8426], [1.5319, 2.6496, 3.2819], [-5.5189, 2.7727, 3.2994], [-3.8003, -1.5566, 2.9503], [-1.4455, -0.3089, 0.4375], [2.6795, -3.8081, 6.0705], [2.3706, -1.6397, -2.9112], [-5.2632, 1.2619, 2.3177], [-5.0171, -3.3909, 2.8005], [4.1298, 2.5966, 2.4460], [5.2642, 0.7116, 4.0108], [-6.0197, 1.2042, 0.9688], [3.1012, -3.4779, -3.6033], [2.3579, 6.5970, -0.7805], [-3.7531, -0.4792, -2.1817], [-2.6830, -6.2450, 2.8213], [0.5089, -1.7954, 5.7271], [4.4602, -6.8868, -2.3635], [5.6696, 0.7319, 5.0224], [3.1428, 0.0191, -0.4697], [3.9674, -0.0410, 0.2406], [-2.5523, -5.0575, 2.5999], [5.3041, -6.7890, -1.6806], [3.8871, -4.5819, 6.2378], [2.1299, -3.4920, 4.5481], [2.2876, -0.5333, 3.2265], [-5.7153, 2.0186, 0.3114], [4.3725, 6.2001, -0.8765], [0.9495, 6.1376, -1.5025], [1.8006, -2.9733, 0.3559], [3.5246, 0.9210, -1.6849], [-0.2673, 0.4137, -4.0785], [-5.7320, 0.2634, 0.4995], [0.8774, 1.7930, 3.4430], [-3.3470, 4.3857, -1.9952], [1.6016, 3.1594, -4.6362], [-3.4253, -5.8175, -0.0883], [-4.1740, -1.7911, 3.8588], [2.7247, -1.4684, 2.8763], [-4.6877, -5.8557, 1.2375], [-3.2796, 3.4745, -1.4007], [-5.0699, -2.9151, 3.7797], [-6.4962, -1.6294, -2.3727], [-3.0025, 4.9296, 0.1969], [-2.8620, 3.4413, 2.8477], [-1.8600, 4.6784, 2.2900], [1.1241, -3.8280, 0.3581], [-2.7677, -0.1855, -1.5215], [-4.3763, -1.6153, -0.6917], [0.2533, -0.9098, 5.1452], [-1.7507, -4.2829, 3.6365], [0.5906, 4.7833, -0.6157], [-2.0103, 3.6037, 2.1871], [-5.4661, 0.3863, 2.9343], [4.8835, -0.2978, 3.8554], [-0.3016, 0.1441, -0.5638], [-5.4571, -2.0801, -3.5016], [4.2420, -5.5773, -2.9126], [0.6633, 2.7727, -5.6766], [4.6319, -7.6566, -3.1159], [2.9993, 0.7543, -2.7632], [-1.4408, 7.8321, -2.2544], [-0.6703, -0.0553, 1.8654], [-2.5946, 2.8266, -1.9476], [-0.8949, 1.6815, -4.0230], [-1.6999, -3.6930, -2.2666], [1.1271, 3.4686, -3.7048], [2.7265, -5.6016, -4.8851], [-0.8230, -2.5018, 0.2326], [4.3798, 1.8334, -1.4287], [-3.3677, -1.2578, 1.1432], [3.5851, -5.5574, 5.8567], [-1.6879, 6.1883, -1.6978], [3.0413, -1.0013, -0.8394], [3.0661, 5.9026, 2.2526], [4.9068, 2.7773, -2.4409], [2.2397, 0.3121, 0.0656], [4.2767, -4.5331, 7.2547], [-1.4291, 7.1951, -1.3700], [-1.2168, 4.2267, -4.7808], [-4.0028, -1.6305, 6.1152], [4.7110, -4.2089, 5.6295], [3.7800, 5.1847, 1.8487], [-1.1636, 3.0766, 2.6268], [-3.3765, -0.6151, -4.2968], [4.9682, 2.1681, 1.2689], [3.5403, 6.0256, -2.3937], [-0.9536, 2.6989, -5.3202], [4.0930, 4.1856, 2.8048], [-1.8241, -0.1201, 5.5429], [-3.0340, -3.4671, 1.4189], [-4.6033, -1.3372, -1.6357], [6.1453, 0.9067, 3.3996], [4.6381, 1.9296, -0.4571], [-5.5376, -2.1464, -2.4166], [-0.1812, -1.9181, 6.5619], [2.7927, -5.0939, -3.3687], [-1.8962, 2.2877, -6.3972], [2.0650, 3.3500, -0.9561], [1.0358, 3.5790, 3.0023], [4.1859, 3.4989, -2.8251], [0.9887, 3.4925, -0.8589], [-2.1982, 1.8818, 0.5959], [-2.4697, -3.0945, -1.7796], [-4.0021, -5.2516, 0.6432], [-4.9116, 0.1240, -3.8510], [2.2535, 3.9985, -4.8790], [-0.5008, -4.0168, -1.4025], [4.7518, -5.7068, -5.4145], [-4.2536, 2.9929, -1.3155], [3.5362, -5.8740, -6.6525], [3.4554, 4.8884, 0.8512], [-1.3444, 4.9700, -6.6801], [-0.0957, 7.2616, -0.9534], [-0.9860, -0.4051, -4.1133], [0.4588, 0.2944, -4.8826], [-4.8554, -3.6459, 4.5594], [-5.6111, -3.1715, -2.0534], [-3.5574, 1.0881, -3.6096], [0.8361, -4.1346, 1.3636], [3.7928, -5.3146, -5.7529], [2.2971, 2.3463, -4.4283], [4.6870, 5.7674, 1.6881], [3.5716, 6.6233, -1.4828], [1.7139, -5.4586, -2.4315], [-0.1737, 5.7555, -5.6403], [5.2527, 2.3183, -3.3670], [1.0544, 5.9406, -2.9694], [-2.2037, -4.3488, 4.6257], [2.0006, -2.1515, -4.6086], [-2.0598, -4.6250, -2.7025], [3.8763, 7.6437, -1.7156], [-4.2085, 1.1769, 2.0559], [2.0771, 2.8380, 4.2068], [1.6357, -4.6958, -0.0584], [-3.1700, -4.4579, 1.5600], [5.7440, 3.3434, -2.0326], [0.8685, 2.8654, 0.0245], [-3.6612, -1.2767, 4.9688], [-1.4049, -3.0859, -3.1225], [1.1286, -2.8754, -3.3074], [-1.9857, 5.9903, -5.3315], [1.8612, -1.9064, 2.3756], [0.0810, -4.7617, -1.7584]], "charge": 0, "e_homo_ev": -8.7, "largest_force_ha_per_bohr": 0.0843, "multiplicity": 1}

{"formula": "C4H10NO", "method": "ωB97M-V with the def2-TZVPD basis set", "species": ["C", "C", "H", "C", "H", "C", "H", "H", "H", "H", "N", "H", "H", "O", "H", "H"], "positions_angstrom": [[-1.5023, -0.6175, -0.6247], [-0.4708, 1.4308, 0.1928], [1.0965, -0.1324, 1.7280], [1.0961, -0.6233, -0.3425], [-0.3782, 1.9591, -0.6934], [-0.1729, -0.0932, -0.0624], [0.2467, 1.8633, 0.9133], [2.2694, 1.0221, -0.6642], [-1.4667, 1.3587, 0.6199], [-1.3540, -0.6393, -1.6835], [0.6339, -0.6917, 1.0370], [-1.6990, -1.7054, -0.3905], [-2.2928, 0.0385, -0.3317], [2.3139, -0.0143, -0.5566], [0.2912, -1.5391, 1.5384], [1.3890, -1.6164, -0.6798]], "smiles": "CC1(C)[NH2+][C@@H]1O", "charge": 1, "e_homo_ev": -16.2, "largest_force_ha_per_bohr": 0.1034, "multiplicity": 1}

{"formula": "C5H10O", "method": "ωB97M-V with the def2-TZVPD basis set", "species": ["C", "H", "H", "C", "H", "H", "H", "H", "H", "O", "H", "H", "C", "H", "C", "C"], "positions_angstrom": [[-0.8751, 0.5838, -0.3191], [2.1295, 0.1890, 1.8170], [0.3521, -1.1606, 0.3983], [2.6839, -0.1511, -0.2178], [2.7730, -1.1999, 0.0483], [-2.5377, 0.5003, -1.8188], [-2.8414, 0.9743, 0.6566], [-2.1179, -0.6546, 1.0474], [1.3782, 0.1963, 1.9881], [1.4769, 0.3277, -0.4388], [-0.7257, 1.6436, -0.5110], [3.4623, 0.3816, -0.7442], [-1.9808, -0.0974, -1.1027], [-1.8153, -1.1277, -1.4064], [-2.1582, 0.1851, 0.3574], [0.3609, -0.1413, 0.0139]], "charge": 0, "e_homo_ev": [-7.2, -7.0], "largest_force_ha_per_bohr": 0.0090, "multiplicity": 1}

{"formula": "C27H23N4O4PdS", "method": "ωB97M-V with the def2-TZVPD basis set", "species": ["S", "H", "H", "N", "C", "C", "H", "O", "C", "C", "C", "C", "C", "H", "H", "C", "H", "C", "C", "C", "H", "C", "C", "C", "H", "C", "C", "N", "H", "N", "H", "H", "O", "N", "H", "H", "H", "C", "C", "H", "C", "H", "H", "C", "C", "Pd", "H", "O", "C", "H", "C", "C", "H", "H", "C", "C", "H", "O", "C", "H"], "positions_angstrom": [[0.2028, 0.4671, 2.0714], [4.6039, 0.0220, -1.9447], [1.1106, 4.7228, -2.1619], [-0.1789, 1.6184, -1.9503], [0.2726, 4.0426, -2.0335], [1.7127, 0.6630, 2.9137], [0.2203, -2.0617, 3.5965], [-0.8556, 0.2639, 3.0060], [0.0202, -4.9325, 1.7988], [4.0723, 0.9814, 4.2743], [2.9070, 0.6790, 2.1946], [0.0728, -4.0905, 2.8994], [4.2327, 1.0321, -2.0944], [5.0034, 1.1071, 4.8111], [-6.7595, -0.1789, -1.5534], [-3.7404, 1.3393, -1.7742], [2.7636, 3.1955, -2.0394], [-0.0219, -5.2361, -0.6807], [-6.0302, 0.6091, -1.6862], [1.6761, 0.8008, 4.2943], [-4.3352, -0.6807, -1.3940], [-5.5182, 2.9228, -2.1201], [0.1816, -3.0489, 0.2749], [-4.1646, 2.6415, -2.0361], [-3.4300, 3.4225, -2.1695], [0.7506, 2.6269, -2.0026], [0.2644, -2.1668, 1.4340], [0.4226, -0.9035, 1.1234], [0.0242, -4.5084, 3.8952], [0.1916, -2.4744, -0.9455], [-7.5067, 2.1307, -2.0141], [-0.0662, -5.2370, -2.8220], [0.0933, 1.4622, 1.0355], [-1.4336, 2.0362, -1.9518], [-0.1129, -6.3100, -0.5744], [4.5500, 1.3907, -3.0762], [0.1130, -2.7546, -2.9681], [-2.3024, 1.0154, -1.6760], [2.7325, 1.0501, -2.0063], [-0.4508, 4.1899, -2.8332], [0.1878, -2.7206, 2.7397], [2.9065, 0.5805, 1.1157], [-0.2436, 4.2689, -1.0987], [-4.6785, 0.3245, -1.5968], [0.1049, -3.2533, -2.0073], [0.1915, -0.2254, -0.8555], [4.6630, 1.7123, -1.3572], [-1.9399, -0.1455, -1.3648], [2.8752, 0.9700, 4.9732], [0.7293, 0.7858, 4.8166], [0.0024, -4.6495, -1.9177], [0.0652, -4.4227, 0.4664], [5.0320, 0.8494, 2.3557], [-5.8472, 3.9336, -2.3210], [4.0913, 0.8352, 2.8896], [-6.4495, 1.9083, -1.9464], [-0.0675, -6.0022, 1.9424], [2.1244, -0.0357, -1.9921], [2.0944, 2.3459, -2.0040], [2.8706, 1.0918, 6.0479]], "s_squared": 6.0723, "charge": 1, "e_homo_ev": [-10.1, -11.3], "largest_force_ha_per_bohr": 0.0196, "multiplicity": 5}

{"formula": "H16O8", "method": "ωB97M-V with the def2-TZVPD basis set", "species": ["H", "O", "O", "H", "H", "H", "H", "O", "H", "H", "H", "H", "H", "O", "O", "H", "H", "H", "O", "O", "H", "H", "O", "H"], "positions_angstrom": [[0.2609, 1.7969, 0.9083], [-1.7661, 1.1491, -0.7477], [0.3232, 2.6126, 1.3105], [3.3060, 0.3053, 2.3846], [1.6727, -0.2225, -1.3629], [0.2019, -0.5837, 0.1833], [0.4516, 1.4283, -1.8189], [0.7344, -0.4781, -1.4052], [-1.6315, 0.5099, -1.4589], [-2.4120, 0.6094, -0.3161], [0.0855, -4.0443, -0.0324], [-3.2697, 0.7866, 1.4829], [1.2529, 1.7156, -3.0885], [0.5966, 2.0902, -2.4891], [-0.3413, -0.8768, 0.9609], [0.5170, -0.4611, -2.3126], [3.0971, -1.1714, 2.0694], [-2.0300, -0.1919, 1.3688], [-2.9637, -0.0954, 1.2641], [-0.6246, -3.7105, -0.5713], [-0.4668, -2.8114, -0.4347], [-0.1588, 3.1305, 0.6771], [2.7850, -0.3440, 1.9236], [0.3797, -1.1432, 1.5047]], "smiles": "O.O.O.O.O.O.O.O", "charge": 0, "e_homo_ev": -11.1, "largest_force_ha_per_bohr": 0.0840, "multiplicity": 1}

{"formula": "C3H6O2", "method": "ωB97M-V with the def2-TZVPD basis set", "species": ["C", "C", "H", "O", "H", "H", "H", "O", "H", "C", "H"], "positions_angstrom": [[1.4413, 0.6268, 0.0384], [0.4140, -0.5451, 0.1093], [1.9576, 1.6075, 0.1432], [2.5187, 0.3235, -0.4853], [-1.6432, -1.1607, 0.3582], [0.6026, -1.1257, -0.8119], [0.7391, -1.1893, 0.9412], [-1.4420, 0.4750, -0.9179], [-1.2093, 0.3704, 1.1521], [-1.0591, -0.2302, 0.2446], [-2.3197, 0.8478, -0.7720]], "smiles": "O=CCCO", "charge": 0, "e_homo_ev": -9.1, "largest_force_ha_per_bohr": 0.0832, "multiplicity": 1}